1.
A cluster of 2 separate species, C4H13NO2 in total in a non-equilibrium geometry. Source: the Open Molecules 2025 dataset; level of theory: wB97M-V/def2-TZVPD.

The geometry in XYZ format:
```
20
Properties=species:S:1:pos:R:3:forces:R:3
C -2.608 -0.298 2.249 -0.09 1.12 -2.94
C -1.806 0.389 1.028 0.07 3.31 1.48
C -0.232 0.250 1.144 -1.84 2.07 -0.08
N 0.191 -0.958 0.548 0.38 -1.70 -0.17
C 0.461 1.482 0.496 2.54 -4.85 2.82
O 1.846 1.123 0.297 0.40 -0.28 0.61
H -3.641 -0.036 2.203 -0.86 1.01 -0.11
H -2.778 -1.336 2.074 0.92 -1.23 0.13
H -2.295 -0.051 3.226 0.86 0.08 0.88
H -2.211 0.121 0.037 0.42 -0.46 0.46
H -1.937 1.615 0.967 -0.27 -2.87 0.74
H 0.042 0.218 2.216 -0.19 0.14 -0.29
H -0.599 -1.566 0.751 0.64 -0.70 -0.47
H 0.345 -0.913 -0.455 -0.31 0.13 0.13
H 0.158 1.590 -0.433 -2.30 1.14 -4.33
H 0.398 2.288 1.118 -0.34 2.39 1.42
H 1.969 0.222 0.664 -0.01 0.70 -0.27
O 2.039 -1.566 -4.866 -0.47 -1.31 -1.08
H 1.143 -1.969 -4.938 1.04 0.94 0.53
H 2.096 -0.875 -4.220 -0.57 0.37 0.55
```
Positions in Å, forces in eV/Å.

Computed properties:
E_tot ... -365.3685 a.u.
E_LUMO ... 0.6 eV
M ... 107.15 g mol⁻¹
SMILES ... CC[C@@H](N)CO.O
Relative energy (zero: lowest compared OMol25 entry of this formula, charge and spin) ... 194.3 kJ/mol
HOMO ... -9.4 eV
Maximum force ... 6.16 eV Å⁻¹


2.
The ion C2H3N2O with charge +1 in a non-equilibrium geometry. Source: the Open Molecules 2025 dataset; level of theory: wB97M-V/def2-TZVPD.

The geometry in XYZ format:
```
8
Properties=species:S:1:pos:R:3:forces:R:3
C -1.236 0.955 -0.065 0.23 2.01 -0.86
N -1.578 -0.233 0.018 2.16 -3.40 0.90
N -0.015 -0.971 0.148 -4.59 3.41 -0.98
C 0.764 0.052 -0.039 -3.64 -2.38 1.17
O 0.112 1.167 -0.144 0.64 1.60 -0.20
H -1.886 1.878 -0.177 0.80 -1.43 0.23
H -0.243 -1.951 0.336 1.27 0.10 -0.15
H 1.770 0.067 0.071 3.13 0.08 -0.13
```
Positions in Å, forces in eV/Å.

Computed properties:
E_tot ... -262.3963 a.u.
E_LUMO ... -5.2 eV
M ... 71.06 g mol⁻¹
SMILES ... c1n[nH+]co1
Relative energy (zero: lowest compared OMol25 entry of this formula, charge and spin) ... 213.8 kJ/mol
HOMO ... -18.1 eV
Net charge ... +1
Maximum force ... 5.80 eV Å⁻¹


3.
The ion C5H9N2 with charge +1 in a non-equilibrium geometry. Source: the Open Molecules 2025 dataset; level of theory: wB97M-V/def2-TZVPD.

The geometry in XYZ format:
```
16
Properties=species:S:1:pos:R:3:forces:R:3
H 1.138 -2.028 2.284 0.18 -0.30 -0.53
N 1.001 -2.235 1.284 1.87 -2.84 3.83
C 0.547 -1.380 0.616 -2.06 3.75 -3.42
C -0.004 -1.434 -0.762 -0.64 -3.20 -0.47
C 0.234 -0.396 -1.770 2.22 2.84 2.81
N 0.197 0.056 1.104 0.38 0.78 -0.54
C -0.050 1.157 0.845 0.64 -1.79 1.92
C -0.594 2.460 0.983 -3.20 -2.32 -2.28
H 0.303 -2.422 -1.140 0.24 0.22 0.19
H -1.057 -1.612 -0.584 -0.63 0.17 -0.02
H 1.342 -0.146 -1.685 -1.32 -0.05 -0.85
H -0.325 0.483 -1.409 0.30 0.31 -0.27
H -0.118 -0.491 -2.738 -0.39 -1.02 -1.86
H -0.377 3.047 0.138 0.39 1.26 -0.66
H -0.537 2.820 1.941 0.82 1.20 2.20
H -1.699 2.121 0.893 1.18 0.99 -0.06
```
Positions in Å, forces in eV/Å.

Computed properties:
E_tot ... -305.0826 a.u.
E_LUMO ... -4.7 eV
M ... 97.14 g mol⁻¹
SMILES ... [H]/N=C(/CC)[N+]#CC
Relative energy (zero: lowest compared OMol25 entry of this formula, charge and spin) ... 387.1 kJ/mol
HOMO ... -15.7 eV
Net charge ... +1
Maximum force ... 5.48 eV Å⁻¹


4.
A cluster of 10 separate species, H20O10 in total. Source: the Open Molecules 2025 dataset; level of theory: wB97M-V/def2-TZVPD.

The geometry in XYZ format:
```
30
Properties=species:S:1:pos:R:3:forces:R:3
O -2.992 0.172 0.640 -0.40 0.02 0.51
H -2.048 0.053 0.535 0.44 0.10 -0.02
H -3.266 0.631 -0.155 -0.12 -0.14 -0.22
O 2.701 0.671 2.550 0.24 0.17 0.29
H 3.213 1.295 2.035 0.16 0.15 0.04
H 2.234 0.149 1.898 -0.46 -0.32 -0.35
O -0.585 -3.054 1.824 0.30 0.12 -0.09
H -0.476 -3.708 2.514 0.03 -0.11 0.26
H -1.285 -3.401 1.272 -0.26 0.02 -0.32
O -0.787 -2.217 -1.780 0.56 -0.55 0.30
H -0.041 -1.921 -2.303 0.19 -0.02 -0.13
H -1.397 -1.480 -1.796 -0.71 0.29 -0.11
O 2.460 1.142 -1.033 -0.18 0.15 -0.25
H 3.121 0.583 -1.441 0.14 -0.24 -0.13
H 2.933 1.607 -0.343 0.03 0.14 0.18
O -0.395 2.980 1.908 -0.20 0.40 -0.07
H 0.389 3.518 2.018 0.15 0.13 0.14
H -0.082 2.185 1.476 0.02 -0.67 -0.12
O 1.881 -1.716 0.982 0.44 0.31 -0.27
H 1.221 -2.406 0.911 -0.59 -0.41 0.10
H 2.474 -2.022 1.668 0.19 -0.06 0.23
O -0.855 1.834 -2.258 -0.02 -0.06 -0.08
H -1.036 2.331 -1.460 -0.11 0.20 0.44
H -0.093 2.267 -2.642 0.24 0.01 -0.20
O 0.008 0.385 0.299 -0.63 0.41 0.23
H 0.198 -0.533 0.493 0.25 -0.31 0.25
H 0.466 0.556 -0.525 0.32 0.07 -0.30
O -2.731 -0.233 -2.153 -0.36 -0.29 0.11
H -3.182 -0.107 -2.988 -0.12 -0.08 -0.24
H -2.048 0.437 -2.146 0.45 0.57 -0.18
```
Positions in Å, forces in eV/Å.

Computed properties:
E_tot ... -764.3930 a.u.
E_LUMO ... -0.1 eV
M ... 180.15 g mol⁻¹
SMILES ... O.O.O.O.O.O.O.O.O.O
Relative energy (zero: lowest compared OMol25 entry of this formula, charge and spin) ... 233.6 kJ/mol
HOMO ... -10.2 eV
Maximum force ... 0.85 eV Å⁻¹


5.
The molecule C4H7NO in a non-equilibrium geometry. Source: the Open Molecules 2025 dataset; level of theory: wB97M-V/def2-TZVPD.

The geometry in XYZ format:
```
13
Properties=species:S:1:pos:R:3:forces:R:3
C -2.034 -0.553 0.623 -0.37 -0.12 0.43
C -0.561 -0.642 0.512 -0.38 0.08 0.00
N 0.053 0.468 0.485 -0.81 -0.21 -0.58
C 0.873 0.505 -0.709 0.67 0.06 -0.26
C 2.248 0.778 -0.234 0.53 -0.04 -0.17
O 3.128 -0.044 -0.312 0.04 0.47 0.06
H -2.488 -1.021 1.486 -0.30 -0.22 0.13
H -2.391 -1.027 -0.304 -0.14 -0.03 0.33
H -2.264 0.515 0.552 -0.26 -0.32 0.32
H -0.096 -1.577 0.156 -0.23 0.21 -0.23
H 0.842 -0.420 -1.303 0.16 0.12 0.12
H 0.349 1.288 -1.275 0.73 0.04 -0.19
H 2.341 1.730 0.321 0.34 -0.04 0.03
```
Positions in Å, forces in eV/Å.

Computed properties:
E_tot ... -286.5236 a.u.
E_LUMO ... 0.9 eV
M ... 85.11 g mol⁻¹
SMILES ... C/C=N/CC=O
Relative energy (zero: lowest compared OMol25 entry of this formula, charge and spin) ... 283.7 kJ/mol
HOMO ... -9.0 eV
Maximum force ... 1.02 eV Å⁻¹


6.
The ion C6H4N2O6S with charge -2 in a non-equilibrium geometry. Source: the Open Molecules 2025 dataset; level of theory: wB97M-V/def2-TZVPD.

The geometry in XYZ format:
```
19
Properties=species:S:1:pos:R:3:forces:R:3
O -2.072 3.356 -0.627 0.40 -0.87 -0.69
N -2.870 2.610 0.115 0.57 2.86 0.39
O -3.789 3.257 0.637 -1.33 0.01 0.15
N -2.681 1.431 0.419 0.44 -2.31 0.45
C -1.510 0.704 0.113 -0.45 0.49 -0.62
C -0.211 1.284 0.014 -0.32 -5.02 0.24
O 0.043 2.518 0.195 0.44 2.99 0.15
C 0.866 0.375 -0.119 -1.38 -0.65 0.09
C 0.714 -1.032 -0.107 1.49 3.33 0.14
C -0.590 -1.482 -0.014 2.56 -2.85 -0.44
C -1.655 -0.709 0.026 -3.02 2.82 0.19
S -3.373 -1.472 -0.046 0.72 -0.43 -0.41
O -4.045 -0.759 -1.149 0.37 -0.53 1.09
O -3.095 -2.906 -0.426 -0.43 1.85 1.03
O -3.923 -1.249 1.311 0.38 -0.71 -1.55
H -0.836 2.942 -0.173 -0.07 1.11 -0.06
H 1.803 0.865 -0.157 1.15 0.16 -0.07
H 1.733 -1.475 -0.121 -1.34 -0.90 -0.03
H -0.780 -2.516 -0.036 -0.20 -1.35 -0.05
```
Positions in Å, forces in eV/Å.

Computed properties:
E_tot ... -1190.0990 a.u.
E_LUMO ... 5.9 eV
M ... 232.17 g mol⁻¹
SMILES ... O=[N+]([O-])/N=C1\C(O)=CC=CC1=S(=O)([O-])[O-]
HOMO ... -1.1 eV
Net charge ... -2
Maximum force ... 5.04 eV Å⁻¹